(1)
Here is 2 unconnected molecules or ions with the total composition C4H12 from the Open Molecules 2025 dataset. Energies are from ωB97M-V with the def2-TZVPD basis set.

The total energy comes out at -159.58065 Ha. As for the SMILES: CC.CC. As for the spin multiplicity: 1. Its maximum force is 1.43 eV/A. The value obtained for the frontier orbital gap is 0.467 Ha.

Geometry (Å):
1 C 1.484 1.400 0.024
2 C 1.295 2.764 0.694
3 H 1.063 1.409 -0.980
4 H 2.542 1.181 -0.111
5 H 1.033 0.627 0.635
6 H 2.009 2.890 1.507
7 H 1.460 3.581 -0.017
8 H 0.266 2.924 1.038
9 C -1.033 -2.121 0.322
10 C -1.737 -2.092 -1.020
11 H -1.741 -2.250 1.162
12 H -0.315 -2.927 0.407
13 H -0.607 -1.141 0.550
14 H -2.132 -3.065 -1.313
15 H -1.037 -1.819 -1.816
16 H -2.551 -1.361 -1.081

Here are the Mulliken charges for atoms 1 to 4, given in e:
1 C -0.65
2 C -0.87
3 H 0.27
4 H 0.29



(2)
Here is 2 unconnected molecules or ions with the total composition C4H12 from the Open Molecules 2025 dataset. Energies are from ωB97M-V with the def2-TZVPD basis set.

The total energy comes out at -159.56956 Ha. As for the SMILES: CC.CC. As for the spin multiplicity: 1. Its maximum force is 1.70 eV/A. The value obtained for the frontier orbital gap is 0.458 Ha.

Geometry (Å):
1 C -0.497 0.797 -1.918
2 C 0.761 1.373 -1.224
3 H -1.423 1.081 -1.446
4 H -0.486 1.005 -2.992
5 H -0.325 -0.280 -2.036
6 H 1.358 1.832 -2.007
7 H 1.387 0.560 -0.847
8 H 0.571 1.954 -0.328
9 C -0.336 -0.421 2.024
10 C 0.006 -1.645 1.180
11 H -1.162 -0.647 2.700
12 H 0.492 -0.133 2.671
13 H -0.647 0.414 1.404
14 H 0.916 -1.566 0.586
15 H -0.805 -1.785 0.466
16 H 0.189 -2.541 1.767

Here are the Mulliken charges for atoms 1 to 4, given in e:
1 C -0.86
2 C -0.76
3 H 0.26
4 H 0.37



(3)
Here is 2 unconnected molecules or ions with the total composition C4H12 from the Open Molecules 2025 dataset. Energies are from ωB97M-V with the def2-TZVPD basis set.

The total energy comes out at -159.56419 Ha. As for the SMILES: CC.CC. As for the spin multiplicity: 1. Its maximum force is 1.82 eV/A. The value obtained for the frontier orbital gap is 0.458 Ha.

Geometry (Å):
1 C -1.595 0.814 0.483
2 C -2.528 -0.388 0.536
3 H -2.106 1.779 0.402
4 H -1.067 0.993 1.421
5 H -0.911 0.784 -0.358
6 H -2.362 -1.189 -0.174
7 H -3.550 -0.050 0.306
8 H -2.684 -0.767 1.541
9 C 2.187 0.497 -0.280
10 C 2.019 -0.978 -0.649
11 H 1.258 1.039 -0.115
12 H 2.984 0.642 0.439
13 H 2.477 1.034 -1.192
14 H 2.473 -1.696 0.027
15 H 2.410 -1.164 -1.651
16 H 0.993 -1.350 -0.737

Here are the Mulliken charges for atoms 1 to 4, given in e:
1 C -0.72
2 C -0.91
3 H 0.38
4 H 0.30



Asked for ΔE to the lowest compared entry with this formula, charge and spin across the records above, the calculation gives 2.7, 9.7, 13.0 kcal per mole in order.